Entry from the OMol25 dataset: a cluster of 11 separate species, C62H149N11 in total (wB97M-V/def2-TZVPD).

HOMO-LUMO gap (eV): 8.31
Energy above the lowest of the compared OMol25 structures with the same formula, charge and spin (eV): 0.000
SMILES string: CCN(CC)CC.CCN(CC)CC.CCN(CC)CC.CCN(CC)CC.CCN(CC)CC.CCN(CC)CC.CCN(CC)CC.CCN(CC)CC.CCN(CC)CC.CCCC#N.CCCC#N

Cartesian coordinates (Å):
1 C 3.99888 12.12885 27.76781
2 C 4.37433 11.16976 26.59045
3 N 4.85501 9.86912 26.94597
4 C 6.14584 9.85958 27.63999
5 C 7.28009 10.51930 26.82871
6 C 3.87105 8.96659 27.56391
7 C 2.62272 8.73323 26.69646
8 H 3.72222 13.10778 27.41666
9 H 4.75961 12.24571 28.54159
10 H 3.13351 11.67929 28.26854
11 H 3.51746 11.10938 25.91039
12 H 5.10825 11.69994 25.97168
13 H 6.07581 10.32367 28.64850
14 H 6.41820 8.80863 27.81988
15 H 8.22634 10.34504 27.33573
16 H 7.34252 10.06123 25.83730
17 H 7.16747 11.59597 26.66480
18 H 3.53469 9.30026 28.55888
19 H 4.34745 8.01122 27.70716
20 H 1.92201 9.58351 26.74829
21 H 2.11943 7.85053 27.11482
22 H 2.87138 8.55239 25.65999
23 C 2.45769 7.78269 34.59761
24 C 1.29897 7.75848 33.62206
25 N 1.59582 7.07393 32.36615
26 C 1.51125 5.66070 32.49806
27 C 0.07271 5.10637 32.78077
28 C 0.83313 7.59845 31.24419
29 C 1.19231 6.99595 29.88925
30 H 2.88793 6.79273 34.80239
31 H 2.19762 8.27440 35.54240
32 H 3.27932 8.35746 34.16289
33 H 0.39070 7.45486 34.15003
34 H 1.13039 8.80937 33.38366
35 H 1.87220 5.25536 31.56334
36 H 2.15473 5.29617 33.30118
37 H 0.04971 4.07177 33.14406
38 H -0.41032 5.70677 33.56461
39 H -0.58028 5.11624 31.90445
40 H 1.02532 8.65977 31.15173
41 H -0.25906 7.45242 31.35295
42 H 2.25464 7.09818 29.66576
43 H 0.58110 7.53628 29.18811
44 H 0.97676 5.92069 29.89678
45 C 11.36632 3.97540 25.83479
46 C 10.18309 3.13547 25.40525
47 N 10.47841 1.78392 25.05952
48 C 9.29950 0.94200 24.96784
49 C 8.67306 0.62032 26.26141
50 C 11.34290 1.69529 23.88655
51 C 10.72309 2.21394 22.56802
52 H 10.96780 4.93900 26.16523
53 H 12.11027 4.09140 25.04461
54 H 11.87840 3.52469 26.67733
55 H 9.44115 3.17204 26.22041
56 H 9.65633 3.64707 24.56066
57 H 8.54123 1.32648 24.26468
58 H 9.57929 -0.00835 24.49400
59 H 7.88437 -0.13067 26.14481
60 H 9.37848 0.15425 26.95007
61 H 8.23023 1.49602 26.73299
62 H 11.62367 0.65324 23.72242
63 H 12.27007 2.22762 24.07329
64 H 10.38137 3.24433 22.67216
65 H 9.87818 1.59750 22.26056
66 H 11.48473 2.24081 21.79242
67 C 8.62112 8.26580 31.27972
68 C 7.76215 7.01473 30.99611
69 N 6.71797 6.75188 31.98975
70 C 5.80613 7.87312 32.11124
71 C 4.90921 8.13831 30.90036
72 C 6.05544 5.50638 31.83863
73 C 6.92140 4.36230 32.29107
74 H 8.17354 9.19321 30.93792
75 H 9.52228 8.19563 30.68000
76 H 8.88064 8.29065 32.34141
77 H 7.27970 7.13112 30.00633
78 H 8.41811 6.14341 31.00179
79 H 6.48456 8.72805 32.30151
80 H 5.16114 7.76458 32.98129
81 H 5.47666 8.26659 29.97356
82 H 4.37193 9.07788 31.00714
83 H 4.11831 7.39991 30.78369
84 H 5.17410 5.51613 32.46562
85 H 5.68129 5.33563 30.82927
86 H 6.99914 4.31089 33.37785
87 H 6.46549 3.41944 31.95664
88 H 7.89445 4.49220 31.83815
89 C -2.43996 3.49718 26.71196
90 C -2.64960 4.85415 27.34498
91 N -3.60872 4.89661 28.45607
92 C -3.78082 6.17370 29.05455
93 C -2.49264 6.76284 29.67648
94 C -4.88496 4.21316 28.24489
95 C -5.66953 4.84973 27.10220
96 H -2.21937 2.80538 27.51883
97 H -1.63056 3.48099 25.99243
98 H -3.34219 3.12694 26.19308
99 H -1.66841 5.16235 27.72566
100 H -2.92637 5.58473 26.55522
101 H -4.12669 6.95694 28.35651
102 H -4.49665 6.12657 29.88025
103 H -2.17668 6.08800 30.46320
104 H -1.71421 6.80066 28.93326
105 H -2.76966 7.73995 30.06327
106 H -5.45261 4.30765 29.18416
107 H -4.73309 3.14431 28.14750
108 H -5.12598 4.78314 26.15060
109 H -5.84452 5.92783 27.23549
110 H -6.63847 4.38454 26.88914
111 C 0.71560 1.25390 35.55042
112 C 1.47405 0.45534 34.47628
113 N 2.86596 0.08915 34.83632
114 C 2.90139 -1.13294 35.67069
115 C 4.20208 -1.19499 36.48726
116 C 3.66501 -0.02762 33.63727
117 C 4.13524 1.31441 33.10670
118 H 0.37581 0.65003 36.37151
119 H -0.19005 1.64657 35.08315
120 H 1.36234 2.03384 35.95149
121 H 0.89614 -0.42998 34.20900
122 H 1.59311 1.13196 33.62276
123 H 2.08830 -1.07404 36.38942
124 H 2.81960 -2.06174 35.09064
125 H 4.21509 -1.96829 37.25231
126 H 5.04085 -1.37883 35.83051
127 H 4.39989 -0.23744 36.96988
128 H 3.17160 -0.58313 32.83012
129 H 4.57409 -0.59577 33.87901
130 H 4.73241 1.12464 32.20380
131 H 4.86184 1.80546 33.75091
132 H 3.31033 2.00155 32.83327
133 C -2.70838 -0.36548 31.03860
134 C -1.28505 -0.10494 31.43201
135 N -0.37202 0.12920 30.29299
136 C 1.03672 0.13732 30.79846
137 C 2.09091 0.20194 29.69258
138 C -0.71639 1.25244 29.45971
139 C -0.55026 2.58063 30.13403
140 H -2.83583 -1.25974 30.42613
141 H -3.19595 0.47934 30.54905
142 H -3.28808 -0.55702 31.96558
143 H -1.30854 0.76811 32.09683
144 H -0.89104 -0.98783 31.91421
145 H 1.19207 0.98525 31.49676
146 H 1.15746 -0.76592 31.38455
147 H 1.91322 1.04334 28.99750
148 H 3.10216 0.28408 30.10941
149 H 2.06496 -0.71857 29.09456
150 H -1.73207 1.15034 29.06284
151 H -0.06331 1.21656 28.58736
152 H -1.28687 2.67682 30.92758
153 H -0.74523 3.38317 29.43383
154 H 0.45405 2.65972 30.54698
155 C 5.68258 4.09632 26.90498
156 C 4.81055 5.19300 27.53413
157 N 3.41336 4.83150 27.64636
158 C 3.08287 3.72057 28.49052
159 C 3.79716 3.66357 29.83658
160 C 2.72319 4.78578 26.37274
161 C 1.22022 5.01853 26.45583
162 H 5.70254 3.24482 27.58376
163 H 6.68870 4.51207 26.76064
164 H 5.23050 3.80141 25.95569
165 H 5.21968 5.50448 28.51696
166 H 4.85472 6.11210 26.95015
167 H 3.30444 2.79263 27.93845
168 H 2.01053 3.73741 28.68256
169 H 3.55201 4.61649 30.32583
170 H 4.87832 3.53991 29.81428
171 H 3.42079 2.81388 30.41610
172 H 3.16862 5.56162 25.72307
173 H 2.88270 3.81806 25.87007
174 H 0.84878 5.16408 25.42019
175 H 0.67786 4.19517 26.91041
176 H 1.00164 5.97252 26.97719
177 C 5.01120 0.74530 22.77866
178 C 5.17048 2.14575 23.38654
179 N 5.17699 3.20096 22.41621
180 C 5.81437 4.46404 22.72134
181 C 7.31097 4.20528 22.88314
182 C 3.91303 3.38083 21.72283
183 C 2.73188 3.99903 22.57697
184 H 5.86930 0.60244 22.12888
185 H 4.09364 0.58717 22.22777
186 H 5.01883 0.04887 23.61616
187 H 4.37769 2.26918 24.16785
188 H 6.11293 2.17719 23.96549
189 H 5.66154 5.14528 21.88438
190 H 5.44503 4.97594 23.63220
191 H 7.57247 3.65077 23.77815
192 H 7.62602 3.63912 22.00833
193 H 7.92283 5.10964 22.95137
194 H 3.58351 2.39587 21.38602
195 H 4.08681 4.01852 20.86413
196 H 2.63390 3.54260 23.56769
197 H 1.76237 3.97866 22.04275
198 H 2.99046 5.04741 22.78680
199 C -3.56953 11.16891 25.58393
200 C -3.92432 9.85078 24.92850
201 C -3.81701 8.62346 25.85367
202 C -2.45331 8.36477 26.22341
203 N -1.34372 8.17633 26.53367
204 H -3.80883 12.04557 24.96646
205 H -2.52264 11.20759 25.89577
206 H -4.19200 11.34405 26.46537
207 H -3.42633 9.65846 23.96930
208 H -4.98452 9.86079 24.64841
209 H -4.22298 7.72987 25.34111
210 H -4.30099 8.73925 26.83326
211 C 1.01599 1.22945 25.85521
212 C 1.11399 -0.26659 26.22297
213 C 2.46251 -0.83773 25.81455
214 C 3.55536 -0.03626 26.32817
215 N 4.43994 0.60887 26.76155
216 H 0.74412 1.28395 24.80803
217 H 1.96260 1.76198 26.02749
218 H 0.32796 1.76883 26.51229
219 H 0.32452 -0.80311 25.69010
220 H 0.93192 -0.35550 27.28180
221 H 2.61776 -0.79196 24.73867
222 H 2.60947 -1.85777 26.14543

Force components x, y, z for each atom (eV/Å):
-0.367 -1.333 0.059
0.003 1.656 0.075
0.275 -0.835 0.115
-0.039 0.298 -0.060
-0.371 -0.266 -0.035
-0.368 0.687 -0.609
-0.088 0.247 0.895
-0.129 0.377 -0.257
0.233 -0.082 -0.252
-0.034 0.283 0.081
-0.069 -0.309 0.295
0.198 -0.326 0.128
0.072 -0.040 -0.275
-0.101 0.196 -0.116
0.100 0.066 0.064
-0.041 -0.048 0.090
-0.087 -0.157 0.273
0.113 0.076 0.017
0.353 -0.327 0.119
0.207 -0.339 -0.057
-0.048 0.272 -0.264
0.160 -0.103 -0.277
0.850 -0.218 0.014
0.255 1.055 -0.019
-0.075 0.984 0.695
-1.048 -1.448 0.124
0.039 0.138 0.149
-0.180 -0.328 -0.388
0.271 -0.464 1.016
-0.322 0.121 0.125
-0.108 -0.240 -0.146
-0.040 0.031 -0.014
-0.178 -0.397 -0.216
-0.192 0.067 -0.207
0.201 -0.512 -0.056
0.184 0.197 -0.075
0.377 0.113 -0.075
0.056 -0.171 -0.241
0.136 0.180 -0.058
-0.020 0.375 0.329
0.152 0.186 0.260
-0.024 0.143 -0.136
-0.107 -0.102 -0.726
-0.216 0.199 -0.431
-0.034 0.000 0.054
-1.154 1.050 -0.058
0.576 -0.757 -0.048
0.331 -0.474 -1.551
-0.699 -0.492 1.304
-0.391 -0.115 -0.638
0.201 0.204 0.476
0.334 0.071 -0.206
-0.157 0.297 0.007
0.049 -0.178 0.227
0.295 -0.279 -0.169
0.287 -0.056 0.359
-0.048 0.374 0.085
0.341 0.131 0.062
-0.111 0.273 -0.167
0.212 0.249 0.044
-0.064 -0.047 0.166
-0.037 -0.086 0.222
0.084 0.101 0.148
-0.113 -0.017 0.006
0.061 0.025 -0.126
0.000 -0.249 -0.174
-0.179 -0.723 -0.194
-0.382 0.239 0.103
0.542 1.213 0.431
0.451 0.790 -0.194
0.054 0.450 -0.165
-0.337 -0.556 0.195
-0.386 -0.667 -0.196
-0.380 0.143 0.311
0.350 -0.176 0.062
0.009 0.223 -0.146
0.406 -0.265 -0.069
-0.035 0.109 -0.311
-0.754 -0.079 -0.048
0.128 -0.226 0.209
-0.062 -0.319 0.064
-0.032 0.246 0.280
0.190 -0.313 -0.087
-0.448 0.150 0.203
0.086 -0.020 -0.417
0.169 0.197 -0.062
0.317 0.072 0.007
0.356 -0.450 0.102
-1.054 -0.463 0.242
-0.002 0.739 -0.202
0.259 -1.453 0.059
0.918 1.431 0.548
-1.010 -0.900 -0.332
-0.128 0.810 0.299
-0.327 -0.011 -0.912
0.138 -0.378 -0.004
0.225 0.232 -0.037
0.306 0.130 0.198
-0.248 0.178 -0.030
0.111 -0.071 0.185
-0.309 -0.142 -0.187
-0.208 -0.235 -0.282
0.192 0.058 0.362
0.331 0.470 -0.127
0.432 0.150 0.108
0.129 0.074 -0.243
0.099 -0.180 -0.473
0.107 -0.133 0.173
0.014 -0.342 0.314
0.078 -0.020 0.330
0.357 -0.313 -0.592
0.784 0.745 0.557
-1.104 -0.590 0.464
0.785 0.646 0.463
-0.022 0.317 -0.239
0.941 0.029 0.157
0.264 0.152 -0.873
-0.015 -0.452 0.471
0.103 0.316 0.094
-0.184 0.180 -0.132
-0.112 -0.150 -0.383
-0.385 -0.359 -0.023
-0.308 -0.056 -0.144
-0.296 0.055 -0.162
-0.230 -0.152 -0.041
0.339 -0.129 -0.160
-0.174 0.025 0.038
-0.264 -0.125 -0.012
-0.240 0.010 -0.013
-0.342 0.052 -0.155
-0.373 0.115 0.468
0.466 -0.263 0.236
-1.081 -0.439 0.485
0.438 0.556 -1.078
0.549 -1.087 0.762
-0.702 0.758 -0.520
-0.261 -0.166 -0.227
0.207 -0.065 -0.549
-0.304 0.301 0.192
0.174 0.105 -0.172
0.115 -0.011 -0.052
0.241 0.143 -0.420
0.348 -0.153 0.409
0.078 -0.049 0.564
-0.003 -0.244 -0.143
0.072 -0.218 0.085
0.278 -0.255 0.416
-0.232 0.111 -0.045
-0.005 0.153 0.124
0.087 -0.191 0.169
-0.048 -0.012 -0.123
0.050 0.183 0.274
0.116 0.368 -0.150
0.004 0.330 0.029
-0.168 0.774 0.368
0.345 -0.061 0.273
-0.335 1.314 0.284
0.601 -1.106 -0.161
-0.558 0.494 0.004
0.136 0.150 -0.145
-0.037 1.040 -0.577
0.214 -0.191 -0.210
-0.099 -0.390 -0.125
0.313 -0.138 -0.023
-0.285 -0.363 -0.248
0.014 -0.033 -0.286
-0.152 -0.300 0.064
-0.158 -0.012 0.017
0.268 -0.327 0.340
0.039 0.109 -0.351
-0.163 0.251 0.008
-0.189 -0.280 0.230
0.139 -0.072 -0.102
0.025 -0.260 0.488
-0.077 -0.066 0.133
0.040 -0.623 -0.055
0.538 0.653 0.550
-0.336 -0.120 1.223
-0.746 0.471 -1.034
0.917 -0.264 0.960
0.305 0.425 -0.198
-1.142 -0.328 0.985
0.841 0.402 -0.310
0.000 -0.436 -0.170
-0.196 0.119 -0.157
0.179 -0.257 -0.100
0.241 0.107 -0.312
-0.371 -0.101 -0.376
-0.107 -0.059 -0.061
-0.194 -0.156 -0.165
-0.223 -0.254 0.107
0.237 -0.079 0.024
-0.252 0.151 -0.153
0.038 0.153 -0.267
-0.031 0.030 -0.273
-0.090 -0.261 -0.292
0.543 -0.094 0.244
-0.243 -0.108 -0.116
-0.076 0.481 0.185
-1.281 -0.303 -0.216
-0.139 -0.112 -0.249
3.274 -0.721 0.641
-2.083 0.382 -0.566
0.355 -0.395 -0.221
-0.080 0.068 -0.093
0.105 -0.312 0.173
0.335 0.092 0.429
0.021 0.235 0.014
0.126 0.375 0.385
-0.507 0.206 -0.459
0.352 -0.206 0.452
-0.380 0.930 -0.409
0.167 0.162 -0.127
3.055 1.925 1.851
-2.461 -1.777 -1.271
-0.140 0.541 -0.159
-0.059 -0.296 -0.249
-0.378 -0.221 -0.429
0.074 -0.091 0.185
0.109 -0.402 0.326
-0.344 -0.242 -0.307
-0.035 -0.305 0.005